Entry 1:
Entry from the OMol25 dataset: a 2-piece molecular cluster, C25H21F3N4O7S overall at a distorted geometry (ωB97M-V with the def2-TZVPD basis set).

## Properties
Kohn-Sham gap (eV): 4.82
Total charge: 0
HOMO (eV): -7.6

The geometry in XYZ format:
```
61
C25H21F3N4O7S (ωB97M-V with the def2-TZVPD basis set)
C -4.67 0.72 1.37
C -4.00 -0.20 0.55
C -2.61 -0.22 0.50
C -1.84 0.65 1.31
C -0.39 0.59 1.39
C 0.33 -0.58 1.36
N 1.72 -0.61 1.33
C 2.41 0.68 1.23
C 3.88 0.44 0.88
O 4.50 -0.49 1.78
C 3.85 -1.76 1.76
C 2.38 -1.64 2.14
C -0.34 -1.91 1.42
C -1.22 -2.19 2.48
C -1.82 -3.45 2.57
C -1.57 -4.42 1.60
C -0.71 -4.14 0.53
C -0.08 -2.90 0.44
C -2.53 1.62 2.07
C -3.92 1.64 2.13
H -5.76 0.73 1.42
H -4.58 -0.91 -0.05
H -2.10 -0.92 -0.16
H 0.14 1.54 1.53
H 1.95 1.28 0.44
H 2.35 1.24 2.19
H 3.94 0.09 -0.16
H 4.46 1.37 1.02
H 3.92 -2.24 0.76
H 4.38 -2.36 2.51
H 2.32 -1.36 3.22
H 1.89 -2.61 2.01
H -1.42 -1.41 3.22
H -2.50 -3.65 3.41
H -2.05 -5.40 1.68
H -0.53 -4.89 -0.24
H 0.58 -2.67 -0.40
H -1.94 2.34 2.65
H -4.43 2.37 2.77
O -0.72 6.21 0.70
S 0.28 5.68 1.59
O 1.39 4.89 1.13
C 0.99 7.16 2.53
F 1.62 7.97 1.67
F -0.01 7.84 3.14
F 1.86 6.74 3.47
C -0.52 4.81 2.95
C 0.26 3.92 3.72
C -0.33 3.40 4.88
N 0.17 2.45 5.75
O 1.25 1.89 5.86
O -0.89 2.18 6.67
N -2.01 2.92 6.36
C -1.65 3.67 5.28
C -2.43 4.57 4.46
N -3.84 4.84 4.66
O -4.49 4.24 5.53
O -4.35 5.70 3.90
C -1.82 5.16 3.34
H 1.30 3.69 3.50
H -2.37 5.89 2.76
```


Entry 2:
Entry from the OMol25 dataset: a 2-piece molecular cluster, C7H15N overall at a distorted geometry (ωB97M-V with the def2-TZVPD basis set).

## Properties
Kohn-Sham gap (eV): 10.63
Total charge: 0
ΔE to the lowest compared entry with this formula, charge and spin (kcal/mol): 45.9
HOMO (eV): -9.5

The geometry in XYZ format:
```
23
C7H15N (ωB97M-V with the def2-TZVPD basis set)
C 1.04 -2.21 -0.62
C 1.76 -1.75 0.45
C 2.88 -0.80 0.31
C 2.39 0.62 0.76
H 0.11 -2.79 -0.50
H 1.37 -1.95 -1.63
H 1.46 -2.02 1.47
H 3.70 -1.13 0.94
H 3.29 -0.71 -0.70
H 1.83 0.45 1.70
H 3.17 1.39 0.93
H 1.71 1.01 0.02
C -0.91 2.27 -0.16
N -1.46 1.37 -0.93
C -2.12 0.28 -0.19
C -3.58 0.22 -0.58
H -0.85 2.19 0.94
H -0.41 3.15 -0.56
H -1.56 -0.57 -0.50
H -1.95 0.44 0.91
H -4.11 -0.63 -0.08
H -4.07 1.18 -0.29
H -3.71 0.01 -1.68
```


Entry 3:
Entry from the OMol25 dataset: one molecule with the formula C5H16N3PS at a distorted geometry (ωB97M-V with the def2-TZVPD basis set).

## Properties
Kohn-Sham gap (eV): 8.93
Total charge: 0
ΔE to the lowest compared entry with this formula, charge and spin (kcal/mol): 41.4
HOMO (eV): -8.1

The geometry in XYZ format:
```
26
C5H16N3PS (ωB97M-V with the def2-TZVPD basis set)
C -1.69 2.47 -0.25
N -0.77 1.59 0.51
P 0.42 0.69 -0.33
N 1.38 0.12 0.91
C 2.77 0.39 0.64
C 1.00 -0.61 2.13
N -0.54 -0.88 -0.44
C 0.17 -2.02 -0.92
C -1.84 -0.77 -0.85
S -2.16 -0.73 -2.82
H -2.07 3.25 0.41
H -1.02 3.02 -1.04
H -2.39 1.92 -0.98
H -1.20 0.98 1.09
H 3.04 1.21 1.37
H 3.44 -0.31 1.01
H 3.02 0.41 -0.45
H 1.40 -1.69 2.03
H 1.65 -0.19 3.05
H 0.05 -0.50 2.53
H 0.83 -1.63 -1.79
H 0.93 -2.41 -0.28
H -0.60 -2.75 -1.29
H -2.56 -1.64 -0.65
H -2.30 0.16 -0.48
H -0.98 -0.10 -3.13
```


Entry 4:
Entry from the OMol25 dataset: C3H5BrS as an isolated structure at a distorted geometry (ωB97M-V with the def2-TZVPD basis set).

## Properties
Kohn-Sham gap (eV): 7.40
Total charge: 0
ΔE to the lowest compared entry with this formula, charge and spin (kcal/mol): 84.2
HOMO (eV): -8.0

The geometry in XYZ format:
```
10
C3H5BrS (ωB97M-V with the def2-TZVPD basis set)
C 1.06 -0.62 -0.49
C -0.96 0.17 -0.04
C -0.70 1.44 0.30
S 1.36 -2.15 0.16
Br 2.38 0.61 0.02
H -1.33 -0.07 -1.02
H 0.35 -2.75 -0.51
H -1.06 -0.59 0.71
H -0.70 2.24 -0.42
H -0.40 1.70 1.30
```


Entry 5:
Entry from the OMol25 dataset: a 8-piece molecular cluster, C30H74N2O14 overall at a distorted geometry (ωB97M-V with the def2-TZVPD basis set).

## Properties
Kohn-Sham gap (eV): 7.99
Total charge: 0
ΔE to the lowest compared entry with this formula, charge and spin (kcal/mol): 131.6
HOMO (eV): -7.9

The geometry in XYZ format:
```
120
C30H74N2O14 (ωB97M-V with the def2-TZVPD basis set)
C -0.68 6.74 -3.59
C -2.20 6.74 -3.49
C -2.81 7.66 -2.36
C -2.79 7.30 -4.86
C -3.89 6.72 -5.67
C -4.88 6.10 -4.59
C -4.16 5.05 -3.63
C -5.14 4.93 -2.42
C -4.36 3.72 -4.44
N -2.75 5.41 -3.30
O -2.15 4.58 -2.39
H -0.29 7.70 -3.90
H -0.32 6.54 -2.58
H -0.29 6.01 -4.31
H -3.87 7.88 -2.23
H -2.65 7.25 -1.37
H -2.37 8.65 -2.28
H -3.13 8.30 -4.62
H -2.02 7.59 -5.59
H -4.41 7.45 -6.28
H -3.48 5.95 -6.33
H -5.72 5.67 -5.14
H -5.38 6.90 -4.05
H -5.05 5.78 -1.75
H -4.93 4.03 -1.84
H -6.22 4.97 -2.58
H -3.73 3.00 -3.91
H -3.78 3.66 -5.36
H -5.30 3.22 -4.20
H -1.54 4.07 -2.93
C -2.47 -8.73 8.81
C -1.09 -8.17 8.52
C -0.50 -7.43 9.63
C -0.23 -9.33 8.15
C -0.45 -10.04 6.78
C -0.25 -8.94 5.70
C -1.11 -7.68 5.98
C -0.28 -6.65 5.02
C -2.55 -7.85 5.35
N -0.99 -7.20 7.35
O -1.74 -6.03 7.61
H -3.15 -7.88 8.73
H -2.95 -9.37 8.07
H -2.66 -9.02 9.84
H -0.47 -8.12 10.47
H 0.46 -7.05 9.29
H -1.12 -6.59 9.92
H 0.83 -9.09 8.08
H -0.29 -10.12 8.90
H 0.36 -10.76 6.66
H -1.37 -10.63 6.73
H -0.59 -9.41 4.78
H 0.81 -8.76 5.57
H -0.19 -7.07 4.01
H 0.70 -6.45 5.46
H -1.06 -5.90 4.91
H -2.99 -6.92 4.99
H -3.17 -8.23 6.17
H -2.64 -8.59 4.55
H -1.05 -5.39 7.43
O 0.48 3.17 -9.46
C 1.10 3.26 -8.18
C 2.51 3.74 -8.52
O 2.54 4.87 -9.34
H 0.96 3.80 -10.01
H 0.55 3.94 -7.54
H 1.20 2.23 -7.84
H 3.07 2.94 -9.01
H 2.98 3.95 -7.56
H 3.45 5.13 -9.53
O 4.06 4.87 3.31
C 3.31 5.94 3.63
C 2.92 5.96 5.14
O 2.29 4.76 5.54
H 3.94 4.17 3.96
H 3.86 6.84 3.35
H 2.42 5.87 3.00
H 2.21 6.74 5.40
H 3.85 5.94 5.72
H 1.34 4.89 5.55
O -2.26 -0.57 3.81
C -3.46 -0.30 3.03
C -4.65 -0.68 3.83
O -4.81 0.19 4.93
H -2.53 -0.30 4.69
H -3.42 0.78 2.89
H -3.44 -0.86 2.10
H -4.64 -1.74 4.10
H -5.55 -0.41 3.27
H -5.21 -0.35 5.61
O 1.18 -5.83 -6.66
C 1.99 -6.62 -5.83
C 1.77 -8.10 -6.28
O 2.83 -8.98 -5.97
H 1.36 -4.95 -6.32
H 2.99 -6.19 -5.94
H 1.65 -6.49 -4.80
H 1.80 -8.07 -7.37
H 0.81 -8.56 -6.10
H 3.41 -8.93 -6.74
O 2.00 -1.01 -0.07
C 2.58 0.28 -0.30
C 2.89 0.26 -1.86
O 1.68 0.23 -2.59
H 1.48 -0.95 0.73
H 1.79 0.93 0.08
H 3.47 0.42 0.31
H 3.47 -0.60 -2.19
H 3.34 1.23 -2.06
H 1.09 -0.42 -2.20
O 6.51 5.31 -2.01
C 7.93 5.36 -1.91
C 8.58 4.63 -3.16
O 8.82 3.23 -3.18
H 6.07 4.82 -1.31
H 8.32 6.36 -1.73
H 8.22 4.88 -0.97
H 9.44 5.24 -3.42
H 7.94 4.75 -4.03
H 8.01 2.83 -3.50
```


Entry 6:
Entry from the OMol25 dataset: C21H54N3NaO12SV as an isolated structure at a distorted geometry (ωB97M-V with the def2-TZVPD basis set).

## Properties
Kohn-Sham gap (alpha / beta) (eV): 8.41 / 6.50
Total charge: +1
<S²>: 6.01
Multiplicity: 5
HOMO (alpha / beta) (eV): -10.3 / -11.1

The geometry in XYZ format:
```
93
C21H54N3NaO12SV (ωB97M-V with the def2-TZVPD basis set)
V 0.02 1.89 -1.28
Na -2.07 1.43 1.89
S -1.23 4.38 0.79
O -1.87 5.20 -0.20
O -0.59 3.22 0.17
O -0.24 5.42 1.08
O -2.10 4.02 1.88
C -1.31 -2.09 -1.09
C -1.95 -0.75 -0.99
O -1.23 0.34 -0.39
H -0.81 -2.22 -0.12
H -0.47 -2.23 -1.77
H -2.11 -2.82 -1.22
H -2.88 -0.83 -0.43
H -2.22 -0.40 -1.99
C -1.53 -6.00 -3.19
O -2.01 -7.09 -3.93
H -2.16 -5.15 -2.95
H -1.15 -6.24 -2.19
H -0.64 -5.57 -3.65
H -1.21 -7.53 -4.24
C -3.34 2.76 -2.16
O -1.96 2.43 -2.53
C -1.83 2.26 -3.91
C -0.35 2.06 -4.30
N 0.37 1.15 -3.39
C 1.78 1.17 -3.84
C 2.53 0.07 -3.17
O 1.77 -1.14 -3.44
C 2.45 -2.30 -3.07
H -3.53 3.83 -2.22
H -3.61 2.53 -1.13
H -4.13 2.23 -2.69
H -2.35 3.03 -4.47
H -2.45 1.37 -4.04
H 0.23 2.98 -4.28
H -0.36 1.52 -5.24
H 0.04 0.25 -3.71
H 2.30 2.07 -3.52
H 1.92 1.03 -4.91
H 2.59 0.21 -2.09
H 3.58 0.04 -3.45
H 2.80 -2.18 -2.04
H 3.31 -2.53 -3.70
H 1.81 -3.18 -3.00
C 5.88 1.11 -1.18
O 4.75 1.91 -1.10
C 4.40 2.44 0.17
C 2.93 2.83 0.12
N 2.07 1.61 -0.07
C 1.86 0.96 1.21
C 1.99 -0.53 1.11
O 3.19 -0.71 0.35
C 3.74 -1.99 0.32
H 6.75 1.75 -1.00
H 6.04 0.79 -2.21
H 5.96 0.31 -0.45
H 5.11 3.25 0.33
H 4.47 1.64 0.91
H 2.95 3.43 -0.78
H 2.55 3.38 0.98
H 2.77 0.92 -0.27
H 0.91 1.29 1.63
H 2.44 1.24 2.10
H 1.26 -0.88 0.38
H 1.94 -1.07 2.05
H 3.03 -2.74 -0.03
H 4.13 -2.24 1.30
H 4.66 -1.99 -0.26
C -0.37 2.85 4.39
O -1.09 1.62 4.06
C -0.97 0.45 4.92
C -1.08 -0.80 3.97
N -2.27 -0.72 3.08
C -2.78 -2.04 2.59
C -3.62 -2.74 3.72
O -4.29 -1.72 4.45
C -5.59 -1.99 4.86
H 0.07 3.19 3.45
H 0.47 2.63 5.04
H -1.11 3.55 4.78
H -1.88 0.54 5.52
H -0.12 0.26 5.57
H -1.03 -1.76 4.50
H -0.14 -0.92 3.43
H -3.11 -0.72 3.65
H -2.09 -2.64 2.01
H -3.52 -1.87 1.81
H -2.88 -3.02 4.46
H -4.26 -3.59 3.49
H -5.77 -1.65 5.88
H -5.98 -2.98 4.62
H -6.17 -1.28 4.28
```


Entry 7:
Entry from the OMol25 dataset: a 2-piece molecular cluster, C14H16 overall at a distorted geometry (ωB97M-V with the def2-TZVPD basis set).

## Properties
Kohn-Sham gap (eV): 9.89
Total charge: 0
ΔE to the lowest compared entry with this formula, charge and spin (kcal/mol): 12.4
HOMO (eV): -9.0

The geometry in XYZ format:
```
30
C14H16 (ωB97M-V with the def2-TZVPD basis set)
C 1.52 -0.80 -2.35
C 2.30 0.05 -1.38
C 3.64 -0.16 -1.05
C 4.27 0.61 -0.09
C 3.63 1.71 0.49
C 2.30 1.91 0.18
C 1.63 1.04 -0.68
H 2.12 -1.24 -3.15
H 0.84 -0.14 -2.90
H 1.07 -1.66 -1.87
H 4.24 -0.87 -1.60
H 5.30 0.38 0.11
H 4.17 2.29 1.23
H 1.71 2.72 0.60
H 0.61 1.26 -0.97
C -4.14 1.12 0.99
C -3.13 0.00 0.91
C -2.29 -0.09 -0.19
C -1.29 -1.05 -0.23
C -1.15 -1.94 0.82
C -2.07 -1.94 1.86
C -3.03 -0.94 1.93
H -3.81 2.00 0.44
H -4.33 1.51 2.00
H -5.08 0.75 0.60
H -2.47 0.64 -0.98
H -0.46 -0.89 -0.92
H -0.36 -2.68 0.78
H -1.93 -2.62 2.69
H -3.80 -1.00 2.70
```


Entry 8:
Entry from the OMol25 dataset: an isolated ion of composition C16H27N2O3 and charge +1 (ωB97M-V with the def2-TZVPD basis set).

## Properties
Kohn-Sham gap (eV): 6.66
Total charge: +1
ΔE to the lowest compared entry with this formula, charge and spin (kcal/mol): 42.9
HOMO (eV): -10.2

The geometry in XYZ format:
```
48
C16H27N2O3 (ωB97M-V with the def2-TZVPD basis set)
C -0.28 2.89 4.51
C -1.08 3.03 3.22
C -0.68 1.99 2.18
O 0.65 2.30 1.75
C 1.40 1.45 1.07
C 2.71 1.91 0.82
C 3.62 1.13 0.15
N 4.99 1.66 -0.07
C 3.30 -0.14 -0.30
C 2.01 -0.60 -0.07
C 1.06 0.17 0.59
C -0.29 -0.48 0.73
O -0.51 -1.40 1.47
O -1.16 0.07 -0.11
C -2.47 -0.51 -0.18
C -2.51 -1.82 -0.99
N -2.45 -1.57 -2.41
C -1.15 -1.20 -2.94
C -0.05 -2.27 -2.92
C -3.29 -2.42 -3.23
C -3.06 -3.93 -3.13
H 0.78 3.01 4.31
H -0.59 3.65 5.22
H -0.44 1.91 4.95
H -2.14 2.91 3.42
H -0.93 4.02 2.79
H -0.70 0.99 2.62
H -1.35 2.03 1.32
H 2.96 2.90 1.19
H 5.06 2.61 0.33
H 5.20 1.70 -1.08
H 5.69 1.06 0.37
H 4.02 -0.75 -0.82
H 1.74 -1.58 -0.41
H -2.82 -0.71 0.84
H -3.09 0.25 -0.66
H -3.47 -2.29 -0.77
H -1.72 -2.48 -0.62
H -1.31 -0.88 -3.97
H -0.81 -0.34 -2.37
H 0.04 -2.72 -1.94
H 0.90 -1.82 -3.19
H -0.26 -3.06 -3.64
H -4.33 -2.21 -2.94
H -3.17 -2.10 -4.27
H -2.08 -4.21 -3.50
H -3.16 -4.28 -2.11
H -3.81 -4.45 -3.73
```


Entry 9:
Entry from the OMol25 dataset: a 2-piece molecular cluster, C32H35N3O2 overall at a distorted geometry (ωB97M-V with the def2-TZVPD basis set).

## Properties
Kohn-Sham gap (eV): 4.64
Total charge: 0
ΔE to the lowest compared entry with this formula, charge and spin (kcal/mol): 11.2
HOMO (eV): -6.0

The geometry in XYZ format:
```
72
C32H35N3O2 (ωB97M-V with the def2-TZVPD basis set)
C 3.87 -5.25 0.17
C 4.07 -3.96 0.92
O 4.30 -2.94 -0.07
C 4.42 -1.69 0.47
C 4.48 -0.70 -0.58
C 4.01 0.60 -0.40
C 3.90 1.23 0.88
C 3.59 2.57 1.00
C 3.33 3.34 -0.15
C 3.11 4.76 -0.05
N 2.96 5.91 0.02
C 3.31 2.72 -1.41
C 3.64 1.39 -1.55
O 4.51 -1.52 1.68
H 4.00 -6.10 0.84
H 2.84 -5.28 -0.22
H 4.56 -5.35 -0.68
H 3.18 -3.70 1.50
H 4.94 -4.02 1.59
H 4.58 -1.09 -1.59
H 4.10 0.62 1.76
H 3.55 3.05 1.98
H 3.04 3.32 -2.29
H 3.63 0.90 -2.52
C 9.53 2.33 -5.22
N 9.46 2.69 -3.82
C 9.37 4.12 -3.60
C 9.58 4.50 -2.15
C 8.71 3.66 -1.21
C 8.63 2.21 -1.59
C 9.16 1.78 -2.85
C 9.32 0.39 -3.07
C 8.79 -0.52 -2.19
C 8.01 -0.10 -1.06
C 7.29 -0.99 -0.22
C 7.34 -2.41 -0.33
C 7.42 -3.21 0.84
C 7.65 -4.58 0.78
C 7.66 -5.23 -0.49
N 7.79 -6.59 -0.55
C 7.67 -7.27 -1.82
C 7.75 -7.43 0.62
C 8.37 -6.76 1.84
C 7.83 -5.35 2.04
C 7.47 -4.46 -1.66
C 7.29 -3.09 -1.58
C 8.00 1.30 -0.78
H 9.41 1.25 -5.36
H 8.76 2.85 -5.80
H 10.51 2.63 -5.63
H 10.12 4.59 -4.24
H 8.38 4.48 -3.95
H 10.63 4.36 -1.89
H 9.34 5.55 -2.03
H 9.12 3.74 -0.19
H 7.69 4.07 -1.16
H 9.86 0.04 -3.94
H 8.97 -1.58 -2.36
H 6.93 -0.57 0.73
H 7.37 -2.72 1.82
H 8.41 -6.91 -2.54
H 7.85 -8.34 -1.65
H 6.67 -7.15 -2.27
H 6.71 -7.73 0.84
H 8.30 -8.35 0.37
H 8.16 -7.37 2.72
H 9.45 -6.71 1.71
H 8.51 -4.80 2.70
H 6.86 -5.39 2.58
H 7.47 -4.95 -2.63
H 7.12 -2.52 -2.48
H 7.48 1.64 0.13
```


- What is the total charge in the second record?
  0


- Which value of total charge does entry 8 give?
  +1


- What is the formula in the sixth record?
  C21H54N3NaO12SV